No. 1
{
  "formula": "C20H27B11Br6Cl5N3O4S2ScSi",
  "method": "ωB97M-V with the def2-TZVPD basis set",
  "elements": ["Sc", "C", "C", "C", "C", "C", "C", "N", "N", "Si", "C", "C", "C", "H", "H", "H", "H", "H", "H", "H", "H", "H", "H", "H", "H", "H", "H", "H", "Br", "B", "B", "C", "B", "B", "B", "B", "B", "Br", "B", "Br", "B", "Br", "B", "Br", "B", "Br", "H", "H", "H", "H", "H", "H", "Cl", "C", "Cl", "H", "H", "O", "S", "O", "N", "C", "S", "C", "C", "C", "C", "C", "C", "H", "H", "H", "H", "Cl", "C", "Cl", "Cl", "C", "O", "O"],
  "positions_angstrom": [[-15.42673, -2.56277, 13.57901], [-18.59281, -3.98530, 11.10712], [-17.18871, -4.49766, 11.05211], [-16.72103, -5.22038, 9.95997], [-15.46071, -5.82305, 10.05796], [-14.73035, -5.80374, 11.23990], [-15.28912, -5.02255, 12.32693], [-16.38110, -4.20361, 12.06534], [-14.69733, -4.73550, 13.50321], [-13.44187, -5.79321, 14.25285], [-11.82140, -6.05498, 13.35934], [-13.06580, -5.17127, 15.97980], [-14.16766, -7.49877, 14.38366], [-18.90657, -3.82504, 10.08796], [-18.63849, -3.02807, 11.64596], [-19.27942, -4.70509, 11.54878], [-17.25158, -5.22487, 9.03296], [-15.11519, -6.37766, 9.20504], [-13.75441, -6.23658, 11.30249], [-11.88547, -6.77156, 12.53199], [-11.09155, -6.43672, 14.07571], [-11.46676, -5.09261, 13.01675], [-12.77068, -4.11422, 15.94989], [-12.31239, -5.81053, 16.49420], [-13.95966, -5.27143, 16.60155], [-14.92269, -7.67640, 13.63444], [-14.61421, -7.63982, 15.35497], [-13.37075, -8.21766, 14.29868], [-16.24499, -2.10208, 16.83968], [-17.95740, -2.98499, 17.32922], [-18.53122, -3.21200, 19.05059], [-20.18774, -3.07258, 18.91856], [-19.27416, -2.00106, 17.95678], [-20.76178, -2.65243, 17.35099], [-20.94937, -4.32407, 18.08365], [-19.56534, -4.62969, 19.15450], [-18.05872, -4.64397, 18.10027], [-16.52042, -5.75285, 18.57087], [-19.59109, -5.35879, 17.51557], [-19.69689, -7.32246, 17.34862], [-20.34264, -4.10571, 16.36388], [-21.52734, -4.69830, 14.88228], [-19.29456, -2.62776, 16.31192], [-19.04951, -1.42049, 14.76500], [-18.58657, -4.36008, 16.36275], [-17.53896, -5.19032, 14.97313], [-17.94552, -2.82767, 20.02775], [-20.68702, -2.55925, 19.74906], [-19.11975, -0.84594, 18.24256], [-21.72857, -1.98488, 17.21029], [-22.08099, -4.72888, 18.36684], [-19.70978, -5.17166, 20.20418], [-14.49360, 2.67359, 12.95253], [-15.53369, 2.93419, 14.52122], [-17.07896, 2.10196, 14.59208], [-15.72429, 3.99534, 14.54822], [-15.00803, 2.50314, 15.39047], [-13.00884, -1.68444, 17.33997], [-13.20392, -0.73837, 16.21873], [-14.00449, 0.47751, 16.34372], [-13.84171, -1.61213, 14.83525], [-12.83932, -1.75709, 13.93430], [-12.89970, -2.49769, 12.41181], [-11.60754, -1.04033, 14.21610], [-10.53154, -0.78046, 13.32993], [-9.64925, 0.23190, 13.65723], [-9.82386, 1.04403, 14.78582], [-10.82453, 0.71977, 15.71330], [-11.67209, -0.32052, 15.42005], [-10.44819, -1.33783, 12.41214], [-8.76387, 0.44736, 13.03773], [-9.25923, 1.97185, 14.92628], [-11.02310, 1.36697, 16.59154], [-17.31256, -1.19341, 8.72486], [-16.99077, -0.27431, 10.19632], [-18.54974, -0.05479, 11.06437], [-16.33300, 1.38511, 9.70172], [-15.82705, -0.96248, 11.04182], [-14.80180, -1.27335, 10.48491], [-16.19941, -1.22728, 12.26438]],
  "homo_lumo_gap_ev": [2.6936, 2.6914],
  "total_charge": 1,
  "molar_mass_g_mol": 1286.2,
  "fmax_ev_per_a": 3.45
}

***

No. 2
{
  "formula": "C20H27BClF6O9S2",
  "method": "ωB97M-V with the def2-TZVPD basis set",
  "elements": ["C", "C", "C", "O", "C", "C", "O", "O", "O", "B", "Cl", "C", "F", "F", "C", "C", "C", "C", "C", "C", "F", "F", "F", "C", "O", "C", "C", "C", "S", "O", "O", "F", "H", "H", "H", "H", "H", "H", "H", "H", "H", "H", "H", "H", "H", "H", "H", "H", "H", "H", "H", "C", "C", "C", "S", "O", "O", "C", "H", "H", "H", "H", "H", "H", "H", "H"],
  "positions_angstrom": [[-2.55549, -2.52218, 0.19769], [-2.60498, -1.16111, 0.89335], [-1.45065, -0.27852, 0.39507], [-0.34787, -0.44880, 1.26294], [0.73986, 0.39057, 1.03527], [0.39784, 1.76044, 1.68795], [-0.39283, 1.64103, 2.83724], [0.49303, 1.26808, 3.89033], [0.98887, 0.65546, -0.30605], [1.79240, -0.43275, -0.84057], [0.86566, -2.10271, -1.07556], [2.44380, -0.06697, -2.32536], [2.29940, -1.05159, -3.25085], [1.79095, 1.05557, -2.81132], [3.91133, 0.28400, -2.24573], [4.31249, 1.58459, -1.94279], [5.66700, 1.90807, -1.89530], [6.62209, 0.92886, -2.15422], [6.22734, -0.37395, -2.44752], [7.25825, -1.41848, -2.74306], [7.17463, -2.46274, -1.91226], [7.12604, -1.91492, -3.98575], [8.50710, -0.94061, -2.66462], [4.86921, -0.69424, -2.49376], [2.75368, -0.65757, 0.25467], [2.14188, -0.27595, 1.42468], [3.11292, 0.65758, 2.16830], [4.57008, 0.22186, 2.15963], [1.96720, -1.77501, 2.55457], [1.06218, -2.75857, 2.06960], [1.70184, -1.31967, 3.88958], [3.39081, -2.44926, 2.50173], [-3.45223, -3.08901, 0.46428], [-1.66149, -3.08721, 0.44903], [-2.59292, -2.40464, -0.88398], [-3.51218, -0.67118, 0.53474], [-2.57148, -1.25029, 1.97603], [-1.22146, -0.59483, -0.61793], [-1.81185, 0.75470, 0.35046], [-0.23650, 2.28111, 0.97465], [1.26303, 2.39496, 1.86500], [0.09422, 0.45443, 4.22470], [3.56103, 2.33932, -1.76872], [5.97179, 2.92136, -1.68156], [7.66711, 1.19549, -2.13477], [4.58017, -1.70707, -2.73390], [3.06212, 1.61130, 1.64150], [2.75063, 0.86457, 3.17126], [4.78921, -0.52890, 2.91415], [5.17267, 1.08901, 2.43561], [4.91144, -0.11342, 1.18601], [-8.77550, 0.44550, -0.93834], [-8.18017, 1.83478, -0.67062], [-7.06516, 1.66357, 0.36887], [-6.43500, -0.00811, 0.15775], [-6.73234, -0.76610, 1.34452], [-5.10426, 0.04521, -0.38716], [-7.58476, -0.48848, -1.12840], [-9.42552, 0.44487, -1.81245], [-9.36671, 0.12433, -0.07790], [-7.76261, 2.23568, -1.59629], [-8.93565, 2.53758, -0.32146], [-6.24924, 2.36586, 0.21982], [-7.44363, 1.74639, 1.38573], [-7.83148, -1.54134, -1.01578], [-7.09503, -0.31804, -2.08665]],
  "homo_lumo_gap_ev": 8.0820,
  "total_charge": -1,
  "molar_mass_g_mol": 635.8,
  "fmax_ev_per_a": 2.67
}

***

No. 3
{
  "formula": "C20H27BaN3O5S",
  "method": "ωB97M-V with the def2-TZVPD basis set",
  "elements": ["Ba", "O", "C", "C", "O", "H", "H", "H", "H", "O", "S", "O", "O", "C", "C", "C", "H", "H", "H", "H", "H", "H", "H", "H", "N", "C", "C", "C", "C", "C", "H", "H", "H", "H", "H", "N", "C", "C", "C", "C", "C", "H", "H", "H", "H", "H", "N", "C", "C", "C", "C", "C", "H", "H", "H", "H", "H"],
  "positions_angstrom": [[-2.87226, 5.28509, 0.80085], [-3.62867, 2.84700, -0.04485], [-2.62360, 2.24266, -0.79479], [-1.14021, 2.57836, -0.61221], [-0.81984, 3.86286, -0.15554], [-2.83823, 2.58427, -1.86727], [-2.77168, 1.15126, -0.99736], [-0.51721, 2.27031, -1.46386], [-0.81987, 1.92490, 0.25222], [-2.38030, -0.01193, 4.47579], [-3.23503, -1.03495, 3.99357], [-4.55803, -0.72932, 3.59171], [-2.48034, -1.78522, 2.86819], [-3.01924, -1.76670, 1.45576], [-1.90043, -1.47748, 0.51500], [-3.21305, -2.37252, 5.12002], [-3.87157, -1.09498, 1.46905], [-3.31088, -2.81558, 1.34599], [-1.36658, -2.37553, 0.23578], [-1.20134, -0.76110, 0.93854], [-2.38942, -0.99563, -0.32675], [-3.67705, -2.02848, 6.03585], [-2.15965, -2.60492, 5.21114], [-3.78046, -3.18978, 4.69561], [1.38223, 0.49524, 3.00793], [1.73074, -0.42772, 3.93745], [2.55310, -1.50806, 3.66683], [2.91078, -1.71117, 2.35235], [2.64138, -0.70595, 1.42473], [1.96266, 0.42461, 1.81185], [1.26121, -0.30544, 4.91858], [2.84435, -2.23079, 4.41819], [3.53453, -2.55791, 2.09153], [3.10286, -0.75582, 0.44183], [1.68747, 1.15076, 1.05101], [0.62691, -1.54162, -3.85609], [0.63188, -2.83712, -3.80846], [-0.48066, -3.56639, -3.40319], [-1.57720, -2.90170, -2.91262], [-1.53967, -1.55655, -2.84670], [-0.42022, -0.91021, -3.33594], [1.47161, -3.34954, -4.26931], [-0.43452, -4.65142, -3.38427], [-2.49432, -3.45080, -2.73159], [-2.36693, -0.96402, -2.48854], [-0.27691, 0.15308, -3.17893], [2.98441, 3.90235, -1.65580], [2.72798, 2.63579, -1.82276], [3.43149, 1.89937, -2.73500], [4.45441, 2.44383, -3.43203], [4.72630, 3.77203, -3.22410], [3.97446, 4.45611, -2.28705], [1.84214, 2.24797, -1.33880], [3.11719, 0.88866, -2.97732], [4.97368, 1.93079, -4.23120], [5.52143, 4.29545, -3.75359], [4.07016, 5.53356, -2.19142]],
  "homo_lumo_gap_ev": 5.2539,
  "molar_mass_g_mol": 558.8,
  "fmax_ev_per_a": 4.25
}

***

No. 4
{
  "formula": "C20H27Br2N3O2P",
  "method": "ωB97M-V with the def2-TZVPD basis set",
  "elements": ["C", "C", "Br", "C", "Br", "C", "C", "O", "P", "O", "H", "H", "H", "H", "H", "H", "H", "H", "H", "H", "H", "H", "N", "C", "C", "C", "C", "C", "H", "H", "H", "H", "H", "N", "C", "C", "C", "C", "C", "H", "H", "H", "H", "H", "N", "C", "C", "C", "C", "C", "H", "H", "H", "H", "H"],
  "positions_angstrom": [[-0.43800, -0.99499, 0.69480], [-0.96131, -0.72863, -0.68741], [-2.76524, 0.06957, -0.64048], [-0.05864, 0.07017, -1.60365], [0.81406, 1.59513, -0.74370], [0.98005, -0.82225, -2.29030], [2.07696, -1.38262, -1.39282], [1.69043, -2.69165, -1.05859], [0.83372, -3.46806, -2.38016], [0.38417, -1.84592, -2.98595], [-1.25211, -1.37554, 1.30409], [-0.05983, -0.11531, 1.19880], [0.30572, -1.78414, 0.66263], [-1.09292, -1.68508, -1.17881], [-0.66367, 0.50702, -2.38328], [1.45507, -0.16079, -3.03139], [3.03938, -1.40179, -1.90973], [2.21273, -0.82628, -0.46815], [1.22253, -4.78246, -1.91241], [-0.33951, -3.52235, -1.52036], [0.09627, -4.05894, -3.47479], [2.03308, -3.35158, -3.20274], [-7.26766, -0.47256, -1.30511], [-8.21164, -0.61062, -2.23349], [-8.17445, 0.01458, -3.46979], [-7.09467, 0.83352, -3.75934], [-6.10354, 0.98938, -2.80601], [-6.23585, 0.31571, -1.60082], [-9.03934, -1.25946, -1.96607], [-8.97012, -0.13873, -4.18642], [-7.02553, 1.33872, -4.71450], [-5.23940, 1.61251, -2.99018], [-5.47351, 0.40921, -0.83576], [-0.40651, -0.94009, 4.10033], [-0.15461, 0.36646, 4.11294], [0.96374, 0.92874, 4.70922], [1.87107, 0.08645, 5.33008], [1.62368, -1.27620, 5.32717], [0.47592, -1.73551, 4.69869], [-0.88724, 0.98853, 3.60939], [1.12094, 1.99820, 4.68032], [2.75969, 0.48509, 5.80270], [2.30809, -1.97082, 5.79464], [0.24992, -2.79580, 4.66255], [5.12622, 2.15465, 1.84341], [6.16854, 2.98026, 1.77967], [6.45045, 3.78213, 0.68536], [5.60258, 3.72119, -0.40925], [4.51443, 2.86652, -0.36412], [4.32041, 2.10898, 0.78237], [6.80833, 2.99507, 2.65624], [7.31243, 4.43582, 0.69158], [5.78850, 4.32995, -1.28522], [3.82716, 2.78519, -1.19510], [3.47905, 1.42940, 0.85891]],
  "homo_lumo_gap_ev": 6.8584,
  "total_charge": -1,
  "molar_mass_g_mol": 532.2,
  "fmax_ev_per_a": 1.62
}

***

Which formula does entry 3 have? C20H27BaN3O5S

***

Which formula does entry 4 have? C20H27Br2N3O2P